No. 1
Computed, not measured: a 2-piece molecular cluster, C5H11O2 overall in a non-equilibrium geometry, with the ωB97M-V functional and the def2-TZVPD basis.

```
18
Properties=species:S:1:pos:R:3:forces:R:3
C -0.67060 1.14169 -0.50883 0.1 0.8 0.0
C 0.28804 2.22371 -0.00746 -0.1 0.0 1.1
C -1.70361 0.82897 0.55565 -1.2 -0.9 -0.5
H -1.20954 1.54027 -1.37087 0.0 -0.2 -0.2
H -0.12448 0.25245 -0.81320 -0.1 -0.1 0.0
H 0.86673 2.80109 -0.72431 0.0 -0.3 -0.3
H 0.96782 1.79358 0.73562 0.1 -0.1 -0.2
H -2.36788 0.02395 0.20925 0.5 -0.3 0.0
H -1.30171 0.49682 1.50895 0.2 0.2 0.1
H -0.29657 2.93600 0.58502 0.0 0.2 -0.2
H -2.45704 1.61538 0.66515 0.5 0.5 0.3
C 1.57380 -2.01401 -0.60734 -1.2 0.7 0.3
C 0.66240 -2.52384 0.53454 -0.6 -1.5 -0.2
O 0.84054 -2.07987 1.68399 0.3 0.6 0.1
O -0.17951 -3.39754 0.18958 0.1 0.3 -0.1
H 2.11229 -1.18317 -0.15075 0.7 -0.2 -0.6
H 0.88848 -1.64219 -1.37821 0.1 0.2 0.0
H 2.11084 -2.81329 -1.10679 0.5 0.0 0.4
```
Positions in Å, forces in eV/Å.

## Properties
Net charge: -1
Orbital gap (hartree): 0.274
Energy (eV): -9459.63557

Here are the natural (NBO) charges for atoms 1 to 6, given in e: C -0.40; C -0.61; C -0.61; H 0.18; H 0.22; H 0.19

---

No. 2
Computed, not measured: a 2-piece molecular cluster, C5H11O2 overall in a non-equilibrium geometry, with the ωB97M-V functional and the def2-TZVPD basis.

```
18
Properties=species:S:1:pos:R:3:forces:R:3
C 0.52321 -2.30596 -0.23046 1.1 0.2 -0.5
C 1.26547 -2.15722 -1.58798 -1.0 1.2 0.0
H 1.17350 -2.36949 0.62880 0.9 0.0 0.1
H 0.02063 -1.36756 -0.00230 -1.0 -0.7 0.0
H 0.01033 -3.24008 -0.16573 -1.2 -0.3 -0.1
H 0.85834 -2.72269 -2.45068 -0.1 0.0 0.7
H 2.31386 -2.43270 -1.49758 0.2 0.4 -0.2
H 1.05256 -1.06754 -1.83918 1.1 -1.3 -0.1
C 0.03663 1.34708 -0.46186 -1.7 -1.8 1.7
C 1.42827 1.12819 0.20286 -1.9 -1.6 -1.1
C -1.11347 0.97319 0.62382 1.1 1.5 0.0
O -2.04745 1.79391 0.67838 -0.4 -0.5 0.2
O -0.87384 -0.08251 1.26346 -0.7 0.6 -0.1
H -0.20866 2.27160 -0.95487 0.2 0.4 0.0
H -0.36921 0.50807 -1.07380 1.4 0.4 -0.6
H 1.16637 0.51546 1.09562 0.6 0.3 -0.6
H 1.88580 2.04770 0.49540 0.6 0.5 -0.1
H 1.96581 0.50755 -0.53149 0.8 0.5 0.7
```
Positions in Å, forces in eV/Å.

## Properties
Net charge: -1
Orbital gap (hartree): 0.280
Energy (eV): -9458.85692

Here are the natural (NBO) charges for atoms 1 to 6, given in e: C -0.65; C -0.63; H 0.20; H 0.28; H 0.19; H 0.19

---

No. 3
Computed, not measured: an isolated ion of composition C5H11O2 and charge -1 in a non-equilibrium geometry, with the ωB97M-V functional and the def2-TZVPD basis.

```
18
Properties=species:S:1:pos:R:3:forces:R:3
O 0.65676 -0.54689 3.08903 0.1 0.1 0.2
C 0.34854 -0.69171 1.80131 0.6 0.3 0.8
C 1.31914 0.03307 0.84845 0.8 0.3 -0.6
C 0.95717 0.13678 -0.65994 0.1 -0.2 -0.4
C -0.40417 -0.45585 -1.12258 0.4 1.5 0.6
C -1.46640 0.61014 -1.29338 -0.5 0.6 0.0
O -1.87553 1.22109 -0.07813 0.0 0.1 0.0
H -0.67410 -0.28539 1.56553 -0.3 -0.3 -0.1
H 0.35824 -1.76761 1.50470 -0.4 -0.2 -0.5
H 2.29767 -0.46619 0.88734 -0.2 -0.2 0.2
H 1.56911 1.01407 1.26395 -0.5 0.1 0.1
H 1.00848 1.17360 -1.04566 0.1 -0.3 0.3
H 1.72447 -0.42878 -1.21409 -0.1 0.3 0.1
H -0.73608 -1.16128 -0.37658 -0.2 -0.7 -0.2
H -0.24323 -0.85672 -2.10139 -0.1 -0.8 -0.5
H -2.37926 0.21682 -1.76852 0.2 -0.1 0.0
H -1.10016 1.43024 -1.93945 0.1 -0.3 0.0
H -1.36064 0.82462 0.63942 0.0 0.0 0.1
```
Positions in Å, forces in eV/Å.

## Properties
Net charge: -1
Orbital gap (hartree): 0.229
Energy (eV): -9457.36727
SMILES: [O-]CCCCCO

Here are the natural (NBO) charges for atoms 1 to 6, given in e: O -0.94; C 0.01; C -0.44; C -0.40; C -0.45; C -0.04

---

No. 4
Computed, not measured: a 2-piece molecular cluster, C5H11O2 overall in a non-equilibrium geometry, with the ωB97M-V functional and the def2-TZVPD basis.

```
18
Properties=species:S:1:pos:R:3:forces:R:3
C -1.74628 -1.68746 -0.82259 1.0 -1.7 -0.9
C -0.28984 -2.15477 -0.66517 -0.8 0.6 4.3
H -2.44909 -2.33930 -0.36257 -0.5 -0.7 1.1
H -1.89502 -0.69522 -0.46809 -0.1 1.0 -0.4
H -1.95188 -1.93416 -1.85756 -0.5 1.1 -0.6
H -0.00341 -1.93162 0.43932 -0.2 -0.1 -1.6
H 0.34101 -1.50589 -1.22455 0.8 -0.2 -0.8
H -0.16998 -3.23814 -0.65272 0.2 0.1 -1.0
C 0.99490 1.49130 -0.01454 0.3 2.7 -0.2
C 1.62252 1.03749 1.27454 1.5 1.6 0.9
C -0.41701 2.11582 0.19779 2.0 0.5 0.6
O -1.29314 1.60953 -0.44725 -3.2 -2.3 -2.4
O -0.52713 3.11368 0.90786 0.6 1.4 1.6
H 1.54850 2.45901 -0.36918 -0.5 -2.0 0.1
H 0.85855 0.74396 -0.78541 0.5 -0.1 -0.2
H 1.29694 0.05390 1.55667 -0.2 -0.5 0.3
H 1.30853 1.80564 2.06293 0.5 -1.1 -0.9
H 2.77186 1.05621 1.23051 -1.5 -0.2 0.1
```
Positions in Å, forces in eV/Å.

## Properties
Net charge: -1
Orbital gap (hartree): 0.282
Energy (eV): -9459.01717

Here are the natural (NBO) charges for atoms 1 to 6, given in e: C -0.62; C -0.61; H 0.18; H 0.27; H 0.18; H 0.19

---

No. 5
Computed, not measured: a 2-piece molecular cluster, C5H11O2 overall in a non-equilibrium geometry, with the ωB97M-V functional and the def2-TZVPD basis.

```
18
Properties=species:S:1:pos:R:3:forces:R:3
C -0.61535 -1.70871 -1.42088 0.2 0.1 -0.8
C -1.28437 -0.60606 -0.88957 0.8 -1.1 -0.9
O -1.42334 -0.21630 0.31838 -0.5 -0.7 0.3
C -1.95851 0.29916 -1.90331 0.2 -0.2 -1.2
H -0.42086 -1.65923 -2.54978 -0.5 -0.5 1.8
H -0.17404 -2.57086 -0.85348 -0.3 1.2 -0.4
H -0.39625 0.68703 0.98133 0.1 -0.1 -0.3
H -1.86904 -0.05266 -2.99075 -0.2 0.5 1.5
H -2.99951 0.39163 -1.58480 -0.1 0.0 -0.3
H -1.49602 1.27472 -1.79657 0.0 0.4 -0.1
C 1.42895 0.17458 1.38745 0.1 -0.5 -0.2
O 0.44259 1.16935 1.23628 1.1 0.5 0.6
C 2.88841 0.64527 1.16470 0.5 1.7 -0.3
H 1.19170 -0.63214 0.68374 0.2 0.0 -0.1
H 1.37042 -0.31057 2.38074 0.1 0.3 0.0
H 3.63043 -0.18757 1.17528 -0.7 0.4 0.3
H 3.21259 1.45061 1.92979 -0.5 -1.4 -1.0
H 3.04177 1.15919 0.15685 -0.5 -0.7 1.1
```
Positions in Å, forces in eV/Å.

## Properties
Net charge: -1
Orbital gap (hartree): 0.256
Energy (eV): -9458.23907

Here are the natural (NBO) charges for atoms 1 to 6, given in e: C -0.75; C 0.41; O -0.83; C -0.68; H 0.17; H 0.18

---

No. 6
Computed, not measured: a 2-piece molecular cluster, C5H11O2 overall in a non-equilibrium geometry, with the ωB97M-V functional and the def2-TZVPD basis.

```
18
Properties=species:S:1:pos:R:3:forces:R:3
C 0.35348 -0.44089 1.58064 -1.0 1.0 0.4
C -1.09723 0.08900 1.70918 0.5 -0.2 -0.1
C 1.28608 0.31942 2.54085 0.9 0.1 -0.5
H 0.33669 -1.50678 1.80249 0.3 -0.1 -0.4
H 0.63321 -0.19732 0.55924 0.3 -0.6 -0.1
H -1.05314 1.17701 1.69627 -0.2 0.1 0.1
H -1.53971 -0.25098 2.64618 -0.2 0.1 0.0
H 2.14675 0.73745 1.99510 -0.2 -0.2 0.0
H 0.81503 1.20539 2.97010 -0.2 -0.3 0.3
H -1.71743 -0.20998 0.86183 0.0 -0.1 0.1
H 1.75181 -0.30326 3.31036 -0.4 0.1 0.2
C 0.10024 -0.62224 -3.05475 0.5 -0.1 -0.2
C -0.78510 0.61928 -3.14620 -0.7 0.7 -0.2
O -0.34164 1.66968 -2.62056 0.2 -0.2 0.0
O -1.90014 0.46736 -3.70547 0.2 -0.1 0.0
H 0.83343 -0.45464 -2.27115 -0.1 -0.3 0.4
H 0.71616 -0.80603 -3.94425 -0.3 0.3 -0.2
H -0.53850 -1.49247 -2.92984 0.1 -0.2 0.3
```
Positions in Å, forces in eV/Å.

## Properties
Net charge: -1
Orbital gap (hartree): 0.265
Energy (eV): -9459.58399

Here are the natural (NBO) charges for atoms 1 to 6, given in e: C -0.41; C -0.60; C -0.62; H 0.19; H 0.22; H 0.20

---

No. 7
Computed, not measured: a 2-piece molecular cluster, C5H11O2 overall in a non-equilibrium geometry, with the ωB97M-V functional and the def2-TZVPD basis.

```
18
Properties=species:S:1:pos:R:3:forces:R:3
C 0.16477 -1.45458 1.61027 -1.0 -0.7 -0.8
O 1.23689 -3.01043 -0.64145 -0.8 1.4 -0.2
C -1.04612 -1.03773 0.68120 2.7 0.1 0.3
C -0.36811 -0.40976 -0.53304 -0.5 -1.7 -1.2
C 0.38342 0.81283 -0.24602 -0.7 1.2 -0.9
C -0.46174 2.16126 -0.55209 -2.1 1.3 -1.6
O 0.09964 3.38632 -0.39660 -0.4 -2.6 0.2
H -0.10019 -2.16700 2.41774 -0.1 0.9 0.0
H 0.48322 -2.18908 0.78824 1.5 0.8 1.7
H 0.81797 -0.59214 1.90125 -0.4 -1.3 -0.2
H -1.77837 -0.42599 1.14316 -1.0 0.5 0.3
H -1.26625 -2.01946 0.37890 -2.0 -1.0 -0.4
H -0.96380 -0.44999 -1.57487 1.3 0.3 2.4
H 0.45302 -1.34491 -0.64599 -0.1 0.2 -0.9
H 0.73536 0.93761 0.73639 0.5 -0.3 1.3
H 1.19861 0.89512 -0.90764 1.1 0.3 -0.8
H -0.77985 1.88827 -1.63429 0.5 0.6 0.6
H -1.52528 2.02836 -0.06048 1.5 0.1 0.1
```
Positions in Å, forces in eV/Å.

## Properties
Net charge: -1
Orbital gap (hartree): 0.139
Energy (eV): -9450.08791

Here are the natural (NBO) charges for atoms 1 to 6, given in e: C -0.63; O -0.51; C -0.44; C -0.28; C -0.48; C 0.03

---

No. 8
Computed, not measured: a 2-piece molecular cluster, C5H11O2 overall in a non-equilibrium geometry, with the ωB97M-V functional and the def2-TZVPD basis.

```
18
Properties=species:S:1:pos:R:3:forces:R:3
C 0.32631 0.87664 0.72793 2.9 -1.2 2.2
C 1.73034 1.25535 0.17008 1.0 -0.1 -4.2
C 0.09752 1.37950 2.21548 -0.1 -0.9 0.1
H -0.47868 1.13666 0.06999 -0.2 0.1 -0.3
H 0.45087 -0.24015 0.78274 -0.7 0.9 -0.3
H 1.96137 2.33441 -0.19205 -0.4 -1.2 1.8
H -0.45388 0.54410 2.84798 1.1 1.7 -0.9
H 1.02052 1.78871 2.78329 -1.3 -0.9 -0.9
H 1.76399 0.86802 -0.98621 -0.2 0.1 2.6
H 2.63418 0.71820 0.65876 -1.6 1.3 -0.4
H -0.57212 2.22657 2.09595 -0.3 0.3 0.6
C -1.81532 -2.11812 -1.68034 -0.5 0.1 2.8
C -0.40329 -1.43595 -1.53602 0.9 -0.3 -1.0
O 0.48701 -2.19831 -1.05390 -0.8 0.8 -0.2
O -0.27217 -0.26038 -2.00192 -0.5 -1.4 0.5
H -1.75160 -3.15252 -2.05569 0.2 0.4 0.1
H -2.46939 -1.50535 -2.30308 -0.1 -0.1 0.2
H -2.25566 -2.21739 -0.54301 0.8 0.3 -2.8
```
Positions in Å, forces in eV/Å.

## Properties
Net charge: -2
Orbital gap (spin up / spin down) (hartree): 0.087 / 0.298
Energy (eV): -9454.35216
⟨S²⟩: 0.751
Multiplicity: 2

Here are the natural (NBO) charges for atoms 1 to 6, given in e: C -0.47; C -0.68; C -1.29; H 0.20; H 0.20; H 0.17